No. 1
Formula: C4H8NOS
Source: OMol25
Level of theory: ωB97M-V/def2-TZVPD

Geometry as XYZ:
```
15
Properties=species:S:1:pos:R:3:forces:R:3
C 1.632268 -1.255424 -0.084569 0.1080 -0.1219 -0.0003
N 1.069959 0.084083 0.007556 -0.1749 -0.0431 0.1669
C -0.384013 0.160504 -0.218440 0.5190 -0.1311 0.1354
C -0.824612 1.565830 -0.601821 -0.9596 0.3728 -1.0626
S -2.659775 1.764105 -0.812703 0.3150 -0.1124 0.2550
C -1.173340 -0.389144 0.956094 -0.0519 0.2157 -0.0547
O -0.687191 -1.140177 1.772819 0.0399 -0.1397 0.3315
H 1.274685 -1.996466 0.643541 -0.1344 0.2350 -0.0559
H 2.714619 -1.195735 0.019346 0.1686 0.0565 -0.0101
H 1.433727 -1.641282 -1.081315 -0.0411 -0.0968 -0.1953
H 1.258598 0.449990 0.933378 0.0364 0.0505 0.0227
H -0.580196 -0.507643 -1.059978 -0.3126 0.0168 -0.1516
H -0.442235 1.830312 -1.596813 0.4043 -0.3077 0.3730
H -0.419646 2.307195 0.079337 0.0762 0.0307 0.4038
H -2.212851 -0.036152 1.043575 0.0070 -0.0253 -0.1579
```
Positions in Å, forces in eV/Å.

Max |F|: 1.48 eV/A
Energy above the lowest of the compared OMol25 structures with the same formula, charge and spin: 30.3 kcal per mole
LUMO level: 3.77 eV
Total charge: -1
DFT total energy: -685.4078 Eh
HOMO level: -2.6 eV
Gap between HOMO and LUMO: 6.33 eV

Formally, the Mulliken partial charges of the atoms, in units of the elementary charge, are as follows: atom 1 (C): -0.795, atom 2 (N): -0.413, atom 3 (C): 0.165, atom 4 (C): -0.939, atom 5 (S): -0.663, atom 6 (C): -0.011, atom 7 (O): -0.549, atom 8 (H): 0.260, atom 9 (H): 0.313, atom 10 (H): 0.294, atom 11 (H): 0.278, atom 12 (H): 0.196, atom 13 (H): 0.253, atom 14 (H): 0.267, atom 15 (H): 0.343

=====

No. 2
Formula: C4H8NOS
Source: OMol25
Level of theory: ωB97M-V/def2-TZVPD

Geometry as XYZ:
```
15
Properties=species:S:1:pos:R:3:forces:R:3
C -0.634637 0.456820 0.281889 2.9239 4.9056 1.0361
C 1.924559 0.523925 -0.276599 -1.8441 -0.4105 -0.6019
C -2.372397 -1.177805 0.021326 -3.7092 -0.3699 -0.8840
C 0.895784 0.868341 0.776972 -2.6126 -1.6102 0.0424
N -0.973262 -0.802580 0.059984 0.0275 -4.3178 -0.6060
O -0.123658 -1.710862 -0.087546 -0.8706 1.6309 0.4086
S -1.704730 1.738298 0.020707 0.5971 -1.3912 0.1724
H 1.343665 0.898421 -1.156190 2.0078 0.3793 -0.1654
H 2.828807 0.974796 0.128821 0.2547 0.1323 -1.1339
H 2.004120 -0.554217 -0.455422 0.3624 0.3357 0.3880
H -2.681346 -2.246550 -0.042168 1.7205 0.3253 -0.1456
H -2.892248 -0.750652 -0.936151 0.9263 -0.2304 2.1566
H -2.845307 -0.922501 1.013223 0.3956 0.6106 -1.2674
H 0.860237 1.986975 0.853774 -0.0690 -1.2504 0.7250
H 1.047503 0.210307 1.669737 -0.1104 1.2610 -0.1248
```
Positions in Å, forces in eV/Å.

Max |F|: 5.80 eV/A
Energy above the lowest of the compared OMol25 structures with the same formula, charge and spin: 119.2 kcal per mole
LUMO level (spin up / spin down): -7.95 / -8.55 eV
Total charge: +1
DFT total energy: -684.9368 Eh
HOMO level (spin up / spin down): -15.2 / -14.6 eV
Gap between HOMO and LUMO (spin up / spin down): 7.21 / 6.09 eV

Formally, the Mulliken partial charges of the atoms, in units of the elementary charge, are as follows: atom 1 (C): 0.192, atom 2 (C): -0.949, atom 3 (C): -0.897, atom 4 (C): -0.423, atom 5 (N): 0.566, atom 6 (O): -0.298, atom 7 (S): 0.098, atom 8 (H): 0.298, atom 9 (H): 0.344, atom 10 (H): 0.299, atom 11 (H): 0.327, atom 12 (H): 0.361, atom 13 (H): 0.375, atom 14 (H): 0.382, atom 15 (H): 0.325

=====

No. 3
Formula: C4H8NOS
Source: OMol25
Level of theory: ωB97M-V/def2-TZVPD

Geometry as XYZ:
```
15
Properties=species:S:1:pos:R:3:forces:R:3
C -0.995228 0.797073 0.671295 -0.0787 1.5794 1.8824
C -1.009409 -0.335888 1.721994 1.3154 0.5000 1.6435
C -0.851619 -0.163846 -0.379070 0.0056 -0.1615 -3.5045
C 1.149190 1.247629 -1.643702 -1.2987 -1.5550 -2.8121
N -0.926490 -1.308395 0.532714 -0.3631 1.8144 1.8653
O -1.126433 1.985062 0.829267 0.1863 -1.0478 -0.7976
S -1.587294 -0.410383 -2.009513 0.4039 -1.1849 1.6643
H -0.125203 -0.478554 2.431468 -0.9381 0.3846 -1.2612
H -1.893991 -0.312033 2.384951 0.0153 -0.6241 -0.8624
H 0.816916 0.955161 -2.709969 0.3444 0.6507 2.1263
H 2.122075 0.980728 -1.418036 1.7993 -0.6003 0.5842
H 0.718522 2.009553 -1.086069 -0.9313 1.3319 0.6520
H -0.233001 -1.976855 0.687440 2.1102 -1.1666 -0.3772
H -1.756998 -1.802509 0.467073 -2.4085 -1.3368 -0.5208
H -1.676200 0.863192 -2.221010 -0.1619 1.4160 -0.2821
```
Positions in Å, forces in eV/Å.

Max |F|: 3.51 eV/A
Energy above the lowest of the compared OMol25 structures with the same formula, charge and spin: 114.2 kcal per mole
LUMO level (spin up / spin down): -6.47 / -4.31 eV
Total charge: +1
DFT total energy: -684.9447 Eh
HOMO level (spin up / spin down): -12.7 / -13.3 eV
Gap between HOMO and LUMO (spin up / spin down): 6.25 / 9.01 eV

Formally, the Mulliken partial charges of the atoms, in units of the elementary charge, are as follows: atom 1 (C): 0.838, atom 2 (C): -0.480, atom 3 (C): -0.291, atom 4 (C): -0.849, atom 5 (N): -0.101, atom 6 (O): -0.497, atom 7 (S): -0.127, atom 8 (H): 0.288, atom 9 (H): 0.299, atom 10 (H): 0.283, atom 11 (H): 0.344, atom 12 (H): 0.446, atom 13 (H): 0.307, atom 14 (H): 0.331, atom 15 (H): 0.210

=====

No. 4
Formula: C4H8O
Source: OMol25
Level of theory: ωB97M-V/def2-TZVPD

Geometry as XYZ:
```
13
Properties=species:S:1:pos:R:3:forces:R:3
C 1.150655 -1.100612 -1.552891 2.2476 -0.8455 1.6094
C 0.612751 -0.131799 -0.709213 -1.8431 0.2082 0.2171
C -0.674282 0.411568 -0.963190 -0.0011 2.1922 -0.3705
C -1.367981 1.451301 -0.271472 0.2513 -0.4845 0.5456
H 0.512313 -1.463684 -2.331140 -0.1200 -0.2855 -0.4425
H 2.031437 -1.775675 -1.220731 -1.4760 1.2504 -0.6897
H 0.968811 0.270700 0.257896 0.6638 -0.7749 -0.6292
H -1.036653 0.378603 -1.998092 0.0259 -0.7279 0.0677
H -2.220660 1.970406 -0.844942 1.3491 -0.6456 1.5853
H -1.027507 1.650176 0.827879 -1.0573 0.1857 -1.9941
H 0.752398 -0.394571 3.414293 -1.0364 -0.9209 -2.1093
H -0.184305 0.252273 2.485250 -1.0978 1.2964 -0.8704
O 0.234663 -0.583871 2.548773 2.0941 -0.4482 3.0806
```
Positions in Å, forces in eV/Å.

Max |F|: 3.75 eV/A
Energy above the lowest of the compared OMol25 structures with the same formula, charge and spin: 39.2 kcal per mole
Spin multiplicity: 2
LUMO level (spin up / spin down): 3.69 / 3.64 eV
Total charge: -1
DFT total energy: -232.3314 Eh
Expectation value of S²: 0.77
HOMO level (spin up / spin down): 0.3 / -2.3 eV
Gap between HOMO and LUMO (spin up / spin down): 3.42 / 5.98 eV

Formally, the Mulliken partial charges of the atoms, in units of the elementary charge, are as follows: atom 1 (C): -0.889, atom 2 (C): -0.014, atom 3 (C): -0.420, atom 4 (C): -0.738, atom 5 (H): 0.315, atom 6 (H): 0.189, atom 7 (H): 0.202, atom 8 (H): 0.212, atom 9 (H): 0.182, atom 10 (H): -0.013, atom 11 (H): 0.314, atom 12 (H): 0.295, atom 13 (O): -0.635

=====

Which value of DFT total energy does entry 2 give? -684.9368 Eh

=====

DFT total energy of number 4 (C4H8O)? -232.3314 Eh